DFT (ωB97M-V/def2-TZVPD) results for C27H53AlCl3F2N4O9S as an isolated structure at a distorted geometry.

**Strongest force on any atom**: 0.121 hartree/bohr
**Total charge**: +1
**Orbital gap**: 0.126 Ha
**E_tot**: -113664.051 eV

The geometry in XYZ format:
```
100
C27H53AlCl3F2N4O9S, DFT ωB97M-V/def2-TZVPD
N 0.485 -2.542 1.160
C -0.498 -1.846 0.303
C -0.431 -0.369 0.604
C -1.407 0.511 -0.191
C -2.481 1.191 0.662
C -3.903 0.708 0.420
C -4.060 -0.808 0.554
C -4.003 -1.482 -0.816
C -5.346 -2.129 -0.998
O -5.605 -3.078 -1.718
N -6.238 -1.471 -0.171
C -5.407 -1.343 1.060
S -6.210 -0.546 2.445
H 0.551 -2.052 2.042
H 0.166 -3.475 1.369
H -1.481 -2.244 0.562
H -0.230 -2.064 -0.725
H -0.558 -0.236 1.673
H 0.559 -0.042 0.347
H -1.817 -0.029 -1.036
H -0.794 1.300 -0.605
H -2.473 2.251 0.427
H -2.223 1.110 1.716
H -4.209 1.030 -0.568
H -4.586 1.207 1.107
H -3.300 -1.155 1.238
H -3.206 -2.212 -0.908
H -3.865 -0.790 -1.639
H -6.986 -2.133 0.029
H -5.178 -2.378 1.301
H -5.272 -0.805 3.356
N -4.454 -3.384 -4.217
H -4.762 -3.264 -3.214
H -3.605 -2.844 -4.389
H -4.267 -4.370 -4.396
H -5.195 -3.061 -4.837
C -0.080 0.770 5.545
O -1.552 0.591 5.652
C -2.140 0.561 4.437
C -2.544 -0.841 4.016
O -1.408 -1.603 3.746
C -1.049 -2.513 4.789
H 0.350 0.628 6.526
H 0.361 0.039 4.877
H 0.145 1.778 5.199
H -1.499 1.030 3.672
H -3.115 1.179 4.504
H -3.132 -0.791 3.085
H -3.171 -1.296 4.792
H -1.784 -3.321 4.857
H -0.965 -2.001 5.747
H -0.079 -2.929 4.533
F 2.361 0.292 5.705
Al -4.241 2.397 3.401
Cl 0.818 -2.578 -3.649
C 2.546 -2.469 -3.158
C 2.753 -1.974 -1.758
Cl 2.322 -0.243 -1.551
H 3.042 -1.831 -3.883
H 2.951 -3.474 -3.249
H 3.802 -2.056 -1.503
H 2.177 -2.547 -1.035
C 2.649 5.131 -0.503
C 2.180 3.777 -1.068
O 1.316 3.187 -0.442
H 3.009 5.036 0.520
H 3.461 5.534 -1.104
H 1.823 5.836 -0.528
H 3.459 3.112 -1.092
H 1.989 3.838 -2.162
Cl 4.116 1.865 -1.322
C -0.712 -3.894 -8.465
C -0.233 -5.332 -8.348
O 1.124 -5.163 -7.952
C 1.259 -3.951 -7.356
O 2.229 -3.591 -6.788
O 0.122 -3.216 -7.522
H -1.761 -3.769 -8.209
H -0.537 -3.475 -9.457
H -0.761 -5.889 -7.571
H -0.295 -5.884 -9.281
F 3.678 7.773 -0.180
C 4.421 8.146 0.893
C 5.531 7.399 1.223
C 6.288 7.785 2.319
C 5.923 8.897 3.064
C 4.799 9.629 2.711
C 4.038 9.257 1.613
H 5.793 6.532 0.633
H 7.165 7.215 2.590
H 6.514 9.191 3.920
H 4.510 10.493 3.293
H 3.162 9.817 1.315
C 3.713 -4.316 1.546
N 4.786 -4.050 0.550
O 5.917 -3.924 0.947
O 4.441 -3.970 -0.617
H 4.167 -4.357 2.528
H 2.992 -3.505 1.474
H 3.256 -5.264 1.281
```

Atomic partial charges in e from the Löwdin method, atoms 1 to 4: 0.02, -0.28, -0.19, -0.15

DFT (ωB97M-V/def2-TZVPD) results for a 3-piece molecular cluster, C27H53ClF2I2N2O13P3 overall at a distorted geometry.

**Strongest force on any atom**: 0.112 hartree/bohr
**Total charge**: +1
**Orbital gap**: 0.247 Ha
**E_tot**: -120481.500 eV

The geometry in XYZ format:
```
103
C27H53ClF2I2N2O13P3, DFT ωB97M-V/def2-TZVPD
C 1.203 2.326 -1.604
C 1.192 0.900 -2.147
C -0.145 0.161 -1.965
I -1.190 0.566 -0.153
C -0.016 -1.319 -2.321
C 0.524 -2.423 -1.379
C 1.801 -2.229 -0.546
C 1.752 -1.524 0.820
C 2.511 -2.366 1.870
Cl 2.578 0.069 0.815
C -0.701 -3.193 -0.788
N -1.130 -2.888 0.571
C -2.531 -2.976 0.862
O -3.029 -3.887 1.421
F -3.234 -1.923 0.465
C -0.464 -3.710 1.519
O 0.178 -4.670 1.277
F -0.577 -3.229 2.744
C -1.682 -2.883 -1.921
P -3.228 -3.862 -2.175
O -3.359 -4.916 -1.178
O -2.973 -4.453 -3.625
O -4.433 -2.862 -2.300
N -1.319 -1.922 -2.689
C -2.136 -1.438 -3.830
I -0.962 -0.628 -5.422
C -3.146 -0.367 -3.360
C -4.295 -0.256 -4.369
H 1.963 2.879 -2.155
H 1.418 2.383 -0.542
H 0.258 2.805 -1.863
H 1.289 0.994 -3.236
H 2.040 0.306 -1.819
H -0.788 0.590 -2.729
H 0.743 -1.316 -3.105
H 0.857 -3.164 -2.115
H 2.548 -1.747 -1.178
H 2.191 -3.232 -0.373
H 0.763 -1.348 1.230
H 3.578 -2.168 1.804
H 2.208 -2.021 2.860
H 2.268 -3.423 1.801
H -0.456 -4.242 -0.984
H -3.192 -5.398 -3.633
H -5.170 -3.120 -1.724
H -2.697 -2.258 -4.267
H -2.688 0.618 -3.312
H -3.538 -0.608 -2.373
H -4.648 -1.235 -4.690
H -5.103 0.346 -3.958
H -3.938 0.290 -5.243
O 7.938 1.398 4.191
P 7.884 -0.001 3.726
O 9.327 -0.661 4.053
C 10.047 -0.338 5.245
C 9.821 -1.366 6.335
O 7.948 0.107 2.114
C 7.688 1.341 1.445
C 8.979 2.056 1.105
O 7.060 -1.375 3.590
C 6.610 -2.088 4.753
C 5.880 -1.209 5.746
H 9.788 0.660 5.601
H 11.102 -0.321 4.971
H 8.788 -1.338 6.692
H 10.474 -1.174 7.186
H 10.017 -2.373 5.964
H 7.036 1.978 2.042
H 7.147 1.092 0.529
H 9.619 2.147 1.982
H 8.777 3.052 0.711
H 9.537 1.494 0.355
H 7.458 -2.599 5.215
H 5.940 -2.865 4.387
H 6.516 -0.392 6.101
H 5.562 -1.792 6.610
H 4.999 -0.760 5.285
O -5.863 2.185 -2.187
P -6.892 2.855 -1.367
O -6.186 3.806 -0.280
C -4.986 4.527 -0.574
C -5.275 5.955 -0.987
O -7.499 1.699 -0.414
C -7.220 0.331 -0.676
C -6.070 -0.150 0.184
O -8.315 3.552 -1.487
C -8.503 4.759 -2.250
C -7.922 4.678 -3.644
H -4.401 4.017 -1.342
H -4.393 4.523 0.341
H -5.788 5.988 -1.951
H -4.349 6.523 -1.082
H -5.914 6.448 -0.253
H -7.007 0.176 -1.734
H -8.125 -0.233 -0.444
H -5.212 0.519 0.105
H -5.763 -1.156 -0.114
H -6.356 -0.178 1.236
H -8.100 5.606 -1.691
H -9.580 4.910 -2.308
H -6.844 4.484 -3.619
H -8.086 5.612 -4.180
H -8.386 3.868 -4.207
```

Atomic partial charges in e from the Löwdin method, atoms 1 to 4: -0.14, -0.31, -0.67, 1.07